Entry 1:
{
  "formula": "CF3N2",
  "method": "ωB97M-V with the def2-TZVPD basis set",
  "symbols": ["F", "F", "F", "C", "N", "N"],
  "xyz": [[1.465, -0.343, 0.625], [-0.454, -1.278, 0.706], [-0.782, 1.174, 1.509], [-0.094, 0.195, -0.996], [-0.383, 0.567, -2.041], [0.248, -0.315, 0.198]],
  "forces_ev_per_a": [[-0.02, 0.25, -0.24], [0.04, 0.07, -0.18], [0.11, 0.01, -0.07], [0.92, -1.03, 2.09], [-0.51, 0.74, -1.60], [-0.53, -0.03, 0.01]],
  "lowdin_charge": [0.2994, 0.2800, 0.0831, -0.0416, 0.4151, -0.0360],
  "energy_ev": -12149.492,
  "e_above_lowest_kj_mol": 958.9,
  "lumo_energy_ev": [-11.2, -9.8],
  "fmax_ev_per_a": 2.50,
  "total_charge": 1,
  "spin_multiplicity": 1
}

=====

Entry 2:
{
  "formula": "CF3NO2",
  "method": "ωB97M-V with the def2-TZVPD basis set",
  "symbols": ["O", "F", "F", "F", "C", "O", "N"],
  "xyz": [[-1.989, 1.083, 0.187], [1.358, -1.036, -0.782], [1.095, -0.074, 1.184], [1.727, 1.073, -0.649], [1.025, 0.061, -0.136], [-1.682, -1.132, 0.152], [-1.534, 0.024, 0.044]],
  "forces_ev_per_a": [[-2.00, 0.66, 0.67], [-0.06, -0.22, 0.41], [0.61, 0.22, -0.63], [-0.31, -0.29, 0.94], [-0.62, 0.31, -0.64], [-1.77, -0.64, 0.60], [4.15, -0.03, -1.35]],
  "lowdin_charge": [0.1508, 0.1467, 0.1350, 0.1334, -0.4321, 0.1386, -0.2725],
  "energy_ev": -14768.916,
  "e_above_lowest_kj_mol": 239.0,
  "lumo_energy_ev": [-0.5, -0.7],
  "fmax_ev_per_a": 4.37,
  "spin_multiplicity": 1
}

=====

Entry 3:
{
  "formula": "CF4OS",
  "method": "ωB97M-V with the def2-TZVPD basis set",
  "symbols": ["C", "F", "S", "F", "O", "F", "F"],
  "xyz": [[-0.973, 0.047, -0.058], [-1.249, 0.285, 1.213], [1.394, 0.294, -0.358], [-1.510, -1.177, -0.377], [2.034, -0.874, -0.824], [-1.459, 1.086, -0.858], [1.763, 0.338, 1.262]],
  "forces_ev_per_a": [[1.37, -0.04, -0.79], [-0.04, 0.18, -0.54], [-2.07, 1.01, 2.10], [0.79, 2.17, -0.04], [0.21, -1.28, -0.69], [0.49, -2.13, 1.30], [-0.76, 0.10, -1.34]],
  "lowdin_charge": [-0.4892, 0.1149, 1.0347, 0.0841, -0.4331, 0.0409, -0.3523],
  "energy_ev": -24787.541,
  "e_above_lowest_kj_mol": 79.3,
  "lumo_energy_ev": -0.9,
  "fmax_ev_per_a": 3.11,
  "spin_multiplicity": 1
}

=====

Entry 4:
{
  "formula": "CF5Li4O3V3",
  "method": "ωB97M-V with the def2-TZVPD basis set",
  "symbols": ["V", "Li", "F", "F", "O", "F", "V", "F", "Li", "V", "C", "O", "F", "O", "Li", "Li"],
  "xyz": [[1.069, -1.645, -1.188], [0.695, 3.232, 1.045], [-2.750, 0.130, 1.957], [1.762, -3.109, 0.035], [-0.368, 1.273, 0.535], [1.684, 0.374, -1.741], [-2.240, -0.911, -2.639], [1.223, 3.192, -0.906], [0.572, -2.386, 2.105], [-0.368, 1.949, -1.752], [-0.563, 0.017, 0.387], [0.484, -0.708, 0.730], [-0.639, -2.812, -2.198], [-0.865, -0.319, -0.798], [1.829, 0.161, 1.969], [-1.526, 1.561, 2.457]],
  "forces_ev_per_a": [[-1.56, -0.64, 0.99], [0.53, 0.48, -1.68], [2.61, 1.00, -0.28], [-1.38, 3.02, -1.62], [-1.54, 2.34, 2.46], [-1.86, -2.58, 0.79], [0.99, -0.94, 0.86], [-2.48, -1.19, 0.54], [-0.29, -0.93, -0.78], [2.95, 0.16, 1.17], [4.11, 1.74, -3.95], [1.15, -2.66, 3.50], [1.66, 2.98, 1.07], [-3.12, -1.59, -2.09], [0.26, 0.06, -0.63], [-2.04, -1.24, -0.35]],
  "lowdin_charge": [1.4914, 0.8506, -0.6191, -0.4667, -0.2326, -0.4611, 1.0792, -0.5947, 0.8873, 1.2522, -0.8185, -0.3142, -0.4932, -0.2599, 0.8859, 0.8135],
  "s_squared": 24.769,
  "energy_ev": -98623.237,
  "e_above_lowest_kj_mol": 146.7,
  "lumo_energy_ev": [-12.7, -11.9],
  "fmax_ev_per_a": 5.96,
  "total_charge": 3,
  "spin_multiplicity": 10
}

=====

Entry 5:
{
  "formula": "CFN",
  "method": "ωB97M-V with the def2-TZVPD basis set",
  "symbols": ["F", "C", "N"],
  "xyz": [[-1.595, 0.014, 0.000], [-0.338, -0.026, 0.000], [1.933, 0.012, 0.000]],
  "forces_ev_per_a": [[0.87, 0.57, 0.02], [1.37, -0.86, -0.03], [-2.24, 0.29, 0.01]],
  "lowdin_charge": [0.0652, 0.0610, -0.1262],
  "energy_ev": -5232.926,
  "e_above_lowest_kj_mol": 872.5,
  "lumo_energy_ev": [-1.9, -1.9],
  "fmax_ev_per_a": 2.26,
  "spin_multiplicity": 1
}

=====

Entry 6:
{
  "formula": "CH10BrN2Sn",
  "method": "ωB97M-V with the def2-TZVPD basis set",
  "symbols": ["N", "H", "H", "Sn", "H", "H", "H", "H", "C", "Br", "H", "H", "N", "H", "H"],
  "xyz": [[-2.410, -0.543, -0.127], [-0.459, 1.419, -1.575], [2.381, 0.262, 1.583], [0.571, -0.909, -0.284], [2.851, -1.262, 0.872], [-2.848, 0.161, -0.732], [-0.566, 1.607, 0.080], [-0.039, -1.723, -1.724], [2.339, -0.300, 0.659], [-0.217, -0.452, 2.136], [0.879, 1.880, -0.691], [-2.905, -1.406, -0.265], [0.049, 1.287, -0.691], [-2.570, -0.248, 0.845], [2.946, 0.227, -0.086]],
  "forces_ev_per_a": [[0.24, 0.95, -0.06], [0.26, 0.15, 0.40], [-1.02, 0.07, -0.08], [-1.63, 1.52, 1.26], [0.07, 0.58, -0.13], [-0.04, -0.45, 0.27], [0.48, -0.35, -0.49], [0.54, 0.35, 1.15], [2.54, -1.16, -1.34], [-0.74, -0.72, -0.12], [-0.14, -0.05, -0.06], [-0.30, -0.33, -0.07], [-0.61, -0.09, -0.22], [0.10, -0.26, -0.58], [0.23, -0.22, 0.08]],
  "lowdin_charge": [-0.0508, 0.0851, -0.0035, 0.9875, 0.0199, 0.0431, 0.0602, -0.0214, -0.3953, 0.1839, 0.0833, 0.0333, -0.0197, -0.0146, 0.0089],
  "energy_ev": -80046.630,
  "e_above_lowest_kj_mol": 0.0,
  "lumo_energy_ev": -4.7,
  "fmax_ev_per_a": 3.10,
  "total_charge": 1,
  "spin_multiplicity": 1
}

=====

Entry 7:
{
  "formula": "CH10BrN2Tc",
  "method": "ωB97M-V with the def2-TZVPD basis set",
  "symbols": ["H", "H", "N", "H", "N", "Br", "H", "C", "H", "Tc", "H", "H", "H", "H", "H"],
  "xyz": [[1.233, -0.932, 0.453], [0.329, -0.604, -2.175], [-1.510, -1.670, 0.396], [-0.944, 0.465, -2.059], [-0.019, 0.232, -1.687], [-0.189, -0.102, 2.842], [0.739, 2.583, 0.535], [1.278, 1.606, 0.588], [1.860, 1.647, 1.531], [-0.088, -0.015, 0.471], [-1.257, -2.354, 1.127], [0.610, 1.004, -1.955], [-1.610, -2.186, -0.485], [-2.446, -1.338, 0.664], [2.012, 1.664, -0.245]],
  "forces_ev_per_a": [[-0.12, 0.08, -0.08], [-0.26, 0.41, 0.13], [-0.96, -1.07, -0.06], [0.30, -0.14, -0.18], [0.15, 0.11, -0.61], [-0.17, -0.08, -0.01], [-0.10, -0.59, 0.07], [0.41, 0.46, -0.23], [-0.40, -0.22, -0.55], [1.71, 1.50, 1.07], [-0.07, 0.34, -0.41], [-0.31, -0.38, 0.22], [-0.09, 0.07, 0.39], [0.25, -0.24, -0.14], [-0.34, -0.25, 0.37]],
  "lowdin_charge": [0.0362, 0.0865, -0.1039, 0.0835, -0.0482, 0.1195, 0.0162, -0.3604, -0.0105, 0.9013, 0.0573, 0.0779, 0.0735, 0.0735, -0.0023],
  "s_squared": 3.782,
  "energy_ev": -76413.693,
  "e_above_lowest_kj_mol": 35.6,
  "lumo_energy_ev": [-4.5, -5.2],
  "fmax_ev_per_a": 2.51,
  "total_charge": 1,
  "spin_multiplicity": 4
}

=====

Entry 8:
{
  "formula": "CH10N2O2",
  "method": "ωB97M-V with the def2-TZVPD basis set",
  "symbols": ["O", "O", "H", "N", "H", "N", "H", "H", "H", "H", "H", "H", "C", "H", "H"],
  "xyz": [[0.733, -4.194, -1.906], [-2.969, 4.259, 1.499], [0.097, -3.676, -2.454], [2.105, -0.458, 0.185], [0.797, -5.057, -2.492], [-0.174, 0.688, -0.042], [0.214, 1.637, -0.427], [-3.298, 4.360, 0.608], [0.829, 0.280, 1.789], [0.407, -1.225, 0.951], [-0.577, 0.343, -0.940], [-2.866, 3.331, 1.647], [0.788, -0.171, 0.753], [1.928, -1.264, -0.335], [2.110, 0.173, -0.609]],
  "forces_ev_per_a": [[-0.63, -2.12, -2.67], [0.00, 0.97, 0.20], [0.65, -0.36, 0.72], [-0.50, 2.00, -0.25], [-0.02, 2.51, 1.95], [0.69, 1.48, -1.47], [-0.32, -2.25, 1.72], [-0.08, -0.08, -0.23], [0.27, -0.10, -1.32], [-0.55, 1.54, -0.31], [0.63, -0.68, 1.25], [0.10, -0.90, 0.03], [-1.36, -0.52, 1.02], [0.20, -2.22, -0.72], [0.93, 0.72, 0.08]],
  "lowdin_charge": [-0.1305, -0.0473, 0.0344, -0.0116, 0.0960, -0.0588, 0.0965, 0.0272, 0.1034, 0.1157, 0.0514, 0.0163, -0.3622, 0.0185, 0.0509],
  "energy_ev": -8273.121,
  "e_above_lowest_kj_mol": 134.5,
  "lumo_energy_ev": 0.5,
  "fmax_ev_per_a": 3.47,
  "smiles": "NCN.O.O",
  "spin_multiplicity": 1
}

=====

Entry 9:
{
  "formula": "CH10N2P4",
  "method": "ωB97M-V with the def2-TZVPD basis set",
  "symbols": ["H", "N", "H", "P", "P", "C", "H", "H", "H", "H", "N", "H", "H", "H", "P", "P", "H"],
  "xyz": [[-3.908, 0.497, 0.216], [2.335, 1.661, -0.387], [-2.838, -1.247, -1.487], [-2.714, 0.940, -0.300], [0.747, 0.973, 2.216], [-2.261, -0.305, -1.319], [2.994, 2.242, 0.081], [0.201, -1.750, 1.385], [1.814, -1.702, -1.098], [2.409, 1.493, -1.368], [0.252, -2.092, 0.449], [0.416, 2.169, 1.475], [-1.287, -0.389, -1.726], [-0.416, 0.256, 1.779], [2.188, 0.199, 0.637], [0.815, -0.821, -0.748], [-0.749, -2.125, 0.196]],
  "forces_ev_per_a": [[-1.02, -0.63, 0.02], [-1.06, -1.30, 1.85], [0.20, 0.97, 0.22], [1.59, 0.25, -0.76], [-0.33, 0.34, -0.49], [-2.00, -1.12, 0.97], [0.77, 0.66, -0.66], [0.29, 0.39, 0.80], [0.87, -0.22, -0.81], [0.51, 0.20, -0.37], [-1.27, 0.80, -1.97], [0.07, -0.58, 0.26], [0.51, 0.64, -0.64], [0.25, 0.27, 0.08], [0.06, 0.96, -0.66], [0.18, -1.16, 1.87], [0.39, -0.46, 0.30]],
  "lowdin_charge": [-0.1850, -0.3475, 0.0109, 0.7381, 0.4489, -0.5162, -0.0171, -0.0566, -0.1357, -0.0127, -0.2939, -0.1548, -0.1572, -0.2240, 0.3336, 0.5853, -0.0162],
  "energy_ev": -41331.633,
  "e_above_lowest_kj_mol": 87.9,
  "lumo_energy_ev": -0.2,
  "fmax_ev_per_a": 2.49,
  "smiles": "NPP(N)#[PH2].C=P",
  "spin_multiplicity": 1
}

=====

Entry 10:
{
  "formula": "CH10N3",
  "method": "ωB97M-V with the def2-TZVPD basis set",
  "symbols": ["H", "H", "H", "H", "N", "C", "N", "H", "H", "H", "H", "H", "N", "H"],
  "xyz": [[-1.657, 2.945, -1.524], [-0.220, 2.562, -2.061], [-0.630, 0.410, 0.733], [0.985, 0.936, 0.550], [-0.065, -2.141, 0.856], [0.868, -1.102, 1.017], [0.310, 0.190, 0.404], [0.186, 0.040, -0.601], [-0.376, -2.645, 1.669], [1.086, -0.858, 2.050], [1.841, -1.261, 0.549], [-1.436, 1.437, -2.115], [-1.011, 2.164, -1.550], [0.120, -2.677, 0.024]],
  "forces_ev_per_a": [[-0.30, -0.17, 0.22], [-0.16, -0.43, -0.05], [0.11, 0.27, 0.31], [-0.35, 0.50, -0.09], [0.24, 0.51, -0.54], [0.04, 0.07, 0.59], [0.37, -0.89, -0.46], [0.09, 0.34, 0.07], [0.12, -0.08, -0.09], [-0.24, -0.07, 0.23], [-0.15, 0.02, -0.29], [-0.01, 0.25, -0.28], [0.52, 0.22, 0.09], [-0.28, -0.53, 0.30]],
  "lowdin_charge": [0.0284, 0.0311, 0.1534, 0.1576, 0.0493, -0.2318, 0.1807, 0.1351, 0.1012, 0.1342, 0.1353, 0.0227, 0.0069, 0.0959],
  "energy_ev": -5663.320,
  "e_above_lowest_kj_mol": 29.7,
  "lumo_energy_ev": -3.4,
  "fmax_ev_per_a": 1.07,
  "total_charge": 1,
  "spin_multiplicity": 1
}

=====

Entry 11:
{
  "formula": "CH10O3S2",
  "method": "ωB97M-V with the def2-TZVPD basis set",
  "symbols": ["O", "H", "H", "H", "H", "C", "H", "H", "H", "H", "H", "S", "O", "H", "O", "S"],
  "xyz": [[-1.438, 2.892, 0.155], [2.205, -1.794, -0.077], [-1.946, -0.060, -1.438], [-1.625, 2.996, 1.089], [-0.269, -0.816, 0.802], [1.983, -1.490, -1.137], [2.989, -1.597, -1.700], [1.349, -2.160, -1.745], [-2.243, -0.011, 0.055], [-1.812, 1.952, -0.136], [-0.600, -0.968, 2.157], [1.747, 0.299, -1.088], [-1.005, -1.007, 1.337], [1.317, 0.202, 1.681], [-2.493, 0.486, -0.727], [1.843, 1.077, 0.770]],
  "forces_ev_per_a": [[-0.75, -2.28, -0.95], [-0.51, -0.26, -1.17], [-1.76, 2.00, 1.94], [-0.11, -0.13, 0.11], [1.29, 0.43, -1.79], [3.60, -0.66, 0.06], [-1.31, -0.03, 1.07], [-0.61, 0.86, 0.84], [-0.13, -0.21, 0.69], [0.92, 2.68, 0.77], [0.63, 0.01, 3.06], [-1.66, -0.16, -1.62], [-2.06, -0.50, -1.39], [-0.12, 0.17, -0.78], [1.81, -2.03, -2.52], [0.77, 0.10, 1.68]],
  "lowdin_charge": [-0.1415, 0.0390, 0.1298, 0.0059, -0.0427, -0.4886, 0.0469, 0.0404, -0.0008, 0.0320, 0.0085, 0.3430, -0.0040, -0.1872, -0.0912, 0.3106],
  "energy_ev": -29010.879,
  "e_above_lowest_kj_mol": 156.7,
  "lumo_energy_ev": 0.1,
  "fmax_ev_per_a": 3.71,
  "smiles": "CSS.O.O.O",
  "spin_multiplicity": 1
}

=====

Entry 12:
{
  "formula": "CH10O3S2",
  "method": "ωB97M-V with the def2-TZVPD basis set",
  "symbols": ["H", "H", "S", "O", "H", "O", "H", "H", "S", "H", "H", "H", "O", "H", "C", "H"],
  "xyz": [[3.110, -0.957, -0.716], [-3.162, -1.115, -2.073], [2.189, 1.084, -0.909], [-2.530, -1.089, -1.349], [0.904, -0.973, 0.814], [-2.491, 0.436, 0.742], [-2.954, 0.656, 1.546], [-0.973, 2.560, 0.272], [1.779, 1.146, 1.019], [0.087, -0.159, 2.187], [-2.870, -0.501, -0.634], [-0.453, 0.247, 0.612], [3.345, -1.852, -0.924], [4.206, -1.851, -1.378], [0.466, -0.041, 1.167], [-0.652, 2.409, -0.377]],
  "forces_ev_per_a": [[0.12, 0.60, -0.02], [-0.02, 0.13, 0.22], [-0.29, 0.56, 1.96], [-0.04, -0.18, -0.28], [-0.42, -0.16, -0.24], [0.88, 0.06, -0.49], [-0.17, 0.06, 0.56], [-0.08, 0.01, 0.04], [-0.64, -0.46, -2.16], [0.57, 0.20, 0.08], [0.28, -0.12, -0.07], [-0.61, 0.19, -0.37], [0.56, -1.15, -0.30], [-0.54, 0.23, 0.32], [0.32, -0.09, 0.86], [0.07, 0.12, -0.11]],
  "lowdin_charge": [-0.1314, 0.0128, 0.3443, -0.1225, 0.0537, -0.3087, -0.0592, 0.0498, 0.5501, 0.0629, -0.0343, 0.0169, -0.0789, 0.0543, -0.4430, 0.0331],
  "energy_ev": -29006.267,
  "e_above_lowest_kj_mol": 601.7,
  "lumo_energy_ev": -4.7,
  "fmax_ev_per_a": 2.30,
  "spin_multiplicity": 1
}